No. 1
C18H47FN4O8PS | ωB97M-V/def2-TZVPD

Structure (XYZ):
```
80
Properties=species:S:1:pos:R:3:forces:R:3
O -2.59110 -3.05371 9.51480 -0.09 2.09 0.26
P -3.03673 -1.59269 8.79589 1.85 0.49 -0.26
O -4.19100 -0.83483 9.79768 1.15 -1.19 -0.80
S -3.92196 -1.95744 7.10240 -0.31 0.20 0.10
N -1.59585 -0.68905 8.70079 -1.91 -1.16 0.34
F -0.57729 -1.38594 9.51921 -0.17 0.15 0.18
H -3.37793 -3.57842 9.59278 -0.70 -0.59 -0.20
H -4.15677 -1.33374 10.61100 -0.07 0.02 0.77
C 0.48968 2.32486 1.88548 0.00 -0.23 0.00
O 1.37624 1.29355 2.27291 -0.06 0.36 -0.10
C 2.30335 1.68837 3.28194 0.27 -0.42 0.16
C 2.01053 0.98212 4.59441 -0.40 0.17 -0.13
N 0.77868 1.47486 5.19403 0.27 0.00 0.01
C 0.31078 0.68615 6.34377 -0.20 0.05 -0.08
C -0.10010 -0.76222 6.10045 0.15 -0.18 0.38
O -1.26758 -0.89986 5.30633 0.38 0.02 -0.39
C -1.05304 -0.89905 3.91435 -0.34 -0.03 0.28
H -0.07451 1.97013 1.02222 0.02 -0.05 0.01
H -0.21870 2.56321 2.68396 0.01 0.15 -0.01
H 1.03623 3.22844 1.59709 -0.03 0.05 0.03
H 2.31460 2.77448 3.41104 -0.14 0.01 0.02
H 3.29593 1.38295 2.93541 0.01 0.02 -0.02
H 2.83924 1.16115 5.28629 0.01 -0.03 0.02
H 1.96110 -0.09478 4.38913 0.19 -0.06 -0.03
H 0.05095 1.47462 4.49336 -0.06 -0.06 -0.02
H -0.55725 1.20524 6.75201 -0.01 -0.10 0.10
H 1.08207 0.70763 7.11971 0.03 -0.02 -0.02
H -0.35759 -1.18434 7.07537 -0.05 0.17 -0.18
H 0.72009 -1.37766 5.70328 0.00 0.10 -0.28
H -0.08612 -1.33552 3.64330 0.06 0.06 -0.03
H -1.13639 0.11306 3.50022 0.15 0.01 -0.17
H -1.84246 -1.50103 3.45761 0.00 -0.02 0.02
C 3.40420 -3.05846 -3.96342 0.11 0.02 0.18
O 3.86172 -2.01397 -3.12563 -0.16 -0.12 -0.26
C 3.27092 -0.75078 -3.41296 0.17 0.27 0.31
C 2.35568 -0.31246 -2.28273 -0.06 -0.37 -0.12
N 1.15291 -1.13681 -2.22891 0.11 0.23 0.08
C 0.34026 -0.92117 -1.02987 -0.02 -0.25 -0.09
C 0.95286 -1.28354 0.32268 -0.33 0.08 0.12
O 1.16605 -2.67504 0.50373 0.19 0.10 -0.15
C 2.39100 -3.16673 -0.00465 -0.22 -0.20 0.16
H 4.01259 -3.93820 -3.75763 0.02 0.04 0.04
H 2.35812 -3.30736 -3.75792 -0.05 -0.01 -0.14
H 3.51783 -2.79612 -5.01949 -0.07 -0.01 -0.03
H 2.73953 -0.76502 -4.36926 -0.08 -0.09 0.03
H 4.08913 -0.03006 -3.49695 -0.01 0.02 -0.03
H 2.06574 0.73053 -2.44342 -0.01 0.02 0.04
H 2.92894 -0.36852 -1.34990 0.11 0.16 -0.01
H 1.41862 -2.11124 -2.26224 0.04 -0.04 0.01
H -0.56758 -1.51846 -1.15227 -0.03 0.03 0.06
H 0.02581 0.12764 -1.00552 0.06 0.03 0.01
H 0.23072 -0.99593 1.08983 0.04 0.01 0.03
H 1.86234 -0.71700 0.54138 0.07 -0.04 -0.06
H 3.18791 -2.42072 0.04710 -0.01 0.05 -0.08
H 2.27751 -3.52139 -1.03335 0.16 0.06 -0.08
H 2.68228 -4.02398 0.60422 -0.03 0.03 0.03
C -2.59861 -1.02955 -6.26119 -0.12 0.12 0.19
O -2.41757 -0.41724 -4.99987 0.10 -0.11 -0.35
C -1.04703 -0.27037 -4.62384 -0.15 0.21 0.45
C -0.65156 1.19473 -4.61231 -0.13 -0.12 -0.32
N -0.59448 1.74048 -5.96626 0.08 0.13 0.21
C -0.44846 3.19350 -6.01737 -0.11 -0.16 -0.18
C -1.58626 4.04579 -5.45291 0.20 0.27 -0.12
O -2.79270 3.96600 -6.19288 0.01 -0.14 0.19
C -3.64247 2.88594 -5.84296 -0.11 0.17 -0.24
H -3.66389 -1.22052 -6.38724 0.00 0.02 0.05
H -2.26655 -0.37676 -7.07576 0.08 -0.11 -0.09
H -2.06579 -1.98336 -6.31670 0.04 0.00 -0.07
H -0.38578 -0.85469 -5.26954 -0.05 0.04 -0.10
H -0.94860 -0.65996 -3.61165 0.07 -0.04 -0.02
H 0.33309 1.29302 -4.14664 0.01 0.01 0.01
H -1.38138 1.72809 -3.99078 0.04 -0.06 0.18
H -1.44003 1.48767 -6.45804 -0.04 -0.05 -0.02
H -0.32526 3.46243 -7.06964 0.00 0.09 0.02
H 0.48222 3.46883 -5.51131 -0.02 -0.01 0.07
H -1.27009 5.09050 -5.52244 -0.01 0.00 -0.01
H -1.77075 3.85406 -4.39067 -0.06 -0.16 0.00
H -3.56228 2.62354 -4.78587 0.08 -0.06 0.00
H -3.43833 2.00834 -6.46110 0.00 -0.13 0.14
H -4.66960 3.19383 -6.04406 0.03 0.05 0.01
```
Forces are in eV/Å.

Values from the calculation:
lowest unoccupied orbital energy = 0.0720 Ha
charge = -1

=====

No. 2
C4H8N2O | ωB97M-V/def2-TZVPD

Structure (XYZ):
```
15
Properties=species:S:1:pos:R:3:forces:R:3
C 1.30576 -0.22720 1.64158 0.15 0.07 0.15
N 0.69052 -0.89441 0.50260 -0.06 -0.01 -0.05
C 0.14874 -0.01317 -0.46033 -0.07 -0.05 -0.20
C -0.40249 -0.47759 -1.58588 0.06 0.32 0.07
O -0.28267 -1.77803 -1.97953 0.14 -0.16 0.12
C -1.87265 2.00307 -0.24384 -0.39 0.21 0.92
N -2.15361 2.10388 0.86999 0.15 0.01 -1.02
H 0.64532 0.51167 2.12355 0.09 -0.12 -0.12
H 1.58704 -0.97587 2.38580 0.01 0.11 -0.10
H 2.21389 0.28432 1.31213 -0.07 -0.05 0.08
H -0.05493 -1.50508 0.82438 0.19 -0.09 -0.09
H 0.21843 1.04724 -0.24433 -0.11 -0.22 0.01
H -1.57747 1.89087 -1.26757 -0.22 0.18 0.17
H -1.04020 0.09819 -2.25244 0.39 0.05 0.00
H 0.57431 -2.06789 -1.62610 -0.26 -0.24 0.05
```
Forces are in eV/Å.

Values from the calculation:
SMILES = CN/C=C\O.C#N
energy relative to the best compared isomer or geometry (same formula, charge and spin) = 3.138 eV
lowest unoccupied orbital energy = 0.0313 Ha
charge = 0

=====

No. 3
C7H13N | ωB97M-V/def2-TZVPD

Structure (XYZ):
```
21
Properties=species:S:1:pos:R:3:forces:R:3
C -1.45753 1.62532 -0.32584 0.13 -0.10 0.47
C -0.39638 0.76816 0.40488 -0.25 -0.21 -1.16
N -2.01140 -0.92325 0.91499 0.24 0.26 -0.31
C -0.69177 -0.73949 0.29785 -0.94 -0.75 1.06
C 0.96546 1.17302 0.06001 0.02 0.11 2.08
C 2.13446 0.43907 0.12678 1.28 -0.49 -1.08
C 2.45195 -0.79940 0.61143 -0.64 0.48 0.37
C -0.68596 -1.29797 -1.14202 0.10 0.70 0.01
H -1.67869 1.20573 -1.30413 0.02 0.08 -0.05
H -2.37038 1.65269 0.25903 -0.08 -0.13 -0.05
H -1.10405 2.64682 -0.42607 0.02 0.13 -0.15
H -0.02834 -1.35149 0.91198 0.52 0.38 -0.13
H -0.43782 1.04079 1.47642 0.15 0.13 0.10
H 1.13379 2.23370 -0.07450 -0.18 0.18 -0.60
H -2.01578 -1.81470 1.41420 -0.09 -0.12 -0.19
H 2.98474 0.90688 -0.38692 -0.29 -0.05 -0.16
H 1.93166 -1.20014 1.47590 -0.08 -0.33 -0.32
H 3.30617 -1.34039 0.22243 0.21 0.17 0.26
H -1.70421 -1.41085 -1.50505 0.00 -0.15 -0.04
H -0.13785 -2.22834 -1.21042 -0.15 -0.27 0.05
H -0.18808 -0.58616 -1.80097 0.01 -0.02 -0.15
```
Forces are in eV/Å.

Values from the calculation:
energy relative to the best compared isomer or geometry (same formula, charge and spin) = 3.272 eV
lowest unoccupied orbital energy (alpha / beta) = -0.2622 / -0.2626 Ha
spin multiplicity = 2
charge = +1

=====

No. 4
C3H5NO2 | ωB97M-V/def2-TZVPD

Structure (XYZ):
```
11
Properties=species:S:1:pos:R:3:forces:R:3
C -1.08759 -0.88639 0.23468 -0.10 -0.29 0.01
C -0.54158 1.72006 -0.29361 -0.46 1.78 0.29
O -0.56686 2.60752 0.41130 0.10 -0.77 -0.48
N 1.76039 0.51171 -0.80954 -0.19 -0.57 0.15
C 1.39681 -0.28575 0.10001 0.15 0.32 -0.07
O 0.33113 -1.13843 0.13115 -0.07 0.06 0.23
H -1.55985 -0.75461 -0.74697 0.27 -0.10 0.17
H -1.44167 -0.05921 0.87203 0.76 -0.29 -0.06
H -1.42638 -1.80211 0.70702 -0.31 -0.11 -0.16
H 1.08891 0.49708 -1.57749 0.06 0.03 -0.02
H 2.04668 -0.40987 0.97143 -0.21 -0.05 -0.07
```
Forces are in eV/Å.

Values from the calculation:
energy relative to the best compared isomer or geometry (same formula, charge and spin) = 2.595 eV
lowest unoccupied orbital energy = 0.0292 Ha
charge = 0

=====

No. 5
C2H3F2I | ωB97M-V/def2-TZVPD

Structure (XYZ):
```
8
Properties=species:S:1:pos:R:3:forces:R:3
C 0.62655 0.57419 0.02750 0.27 -0.99 -1.27
C -0.39414 -0.63857 -0.02141 2.19 -0.26 -1.39
F 0.13386 1.45960 0.93766 0.81 0.27 0.88
F -0.41932 -1.37719 1.12830 -0.01 0.56 0.28
I -2.42567 -0.01548 -0.50428 0.91 -0.28 0.07
H 0.62481 1.15172 -0.94141 -0.12 -1.04 0.60
H 1.76987 0.18980 0.14696 -2.76 0.91 0.55
H 0.08405 -1.34406 -0.77332 -1.28 0.84 0.28
```
Forces are in eV/Å.

Values from the calculation:
SMILES = FC[C@@H](F)I
energy relative to the best compared isomer or geometry (same formula, charge and spin) = 0.961 eV
lowest unoccupied orbital energy = 0.0084 Ha
charge = 0

=====

No. 6
C4H2N2O | ωB97M-V/def2-TZVPD

Structure (XYZ):
```
9
Properties=species:S:1:pos:R:3:forces:R:3
C -1.23027 0.05815 0.20610 -0.16 -0.85 1.74
C 0.34074 0.14272 0.24102 0.29 0.15 2.02
C 0.69526 -1.28659 -0.02505 0.60 0.93 -0.14
C 0.95871 1.23784 -0.56857 -0.30 -0.77 -2.15
H -1.71872 0.58630 -0.59534 -0.41 0.37 -0.54
H 0.61249 0.37430 1.33427 -0.46 -0.58 -1.41
N 0.86197 -2.41336 -0.16956 0.01 0.29 -0.03
N 1.28276 1.90837 -1.46291 -0.35 -0.69 1.84
O -1.80292 -0.60772 1.04004 0.80 1.16 -1.33
```
Forces are in eV/Å.

Values from the calculation:
SMILES = N#CC(C#N)C=O
energy relative to the best compared isomer or geometry (same formula, charge and spin) = 0.878 eV
lowest unoccupied orbital energy = -0.0150 Ha
charge = 0

=====

Number 4 is which compound? C3H5NO2

=====

Among the records above, which one has the highest charge? C7H13N

=====

Number 1 is which compound? C18H47FN4O8PS